Density functional theory data (ωB97M-V/def2-TZVPD) for a structure of composition C66H162B3F12N8O14 in a non-equilibrium geometry.

Values from the calculation:
electronic energy: -146277.934 eV
molecular weight: 1552.5 g/mol
HOMO: -12.372 eV
total charge: +3
HOMO-LUMO gap: 7.06 eV
lowest unoccupied orbital energy: -5.313 eV

Last column: Löwdin charge in e.
Element x y z (Å)
C  3.5520  -4.8597  0.6396  -0.046
C  2.1344  -5.1099  0.0862  -0.114
N  0.8253  -4.8122  0.9825  -0.162
C  -0.5031  -5.2180  0.2704  0.046
C  0.8980  -5.6901  2.3245  -0.128
C  0.8618  -7.1992  2.1377  -0.071
C  0.8234  -3.3260  1.4862  -0.049
C  1.2508  -2.2746  0.4500  -0.209
O  0.4564  -2.4741  -0.6819  -0.206
C  0.9041  -1.8693  -1.9165  -0.047
H  3.7438  -4.1108  1.4080  0.077
H  4.2603  -4.7478  -0.1812  0.087
H  3.6769  -5.8323  1.1158  0.075
H  1.8705  -6.1213  -0.2227  0.114
H  2.0510  -4.5003  -0.8135  0.104
H  -0.3880  -6.2982  0.1811  0.086
H  -0.4707  -4.8016  -0.7364  0.086
H  -1.4245  -4.9223  0.7721  0.115
H  0.1686  -5.3476  3.0586  0.127
H  1.8393  -5.4751  2.8303  0.111
H  1.1482  -7.7554  3.0302  0.095
H  1.5439  -7.5224  1.3513  0.077
H  -0.1216  -7.6533  2.0159  0.070
H  1.5224  -3.3564  2.3220  0.112
H  -0.1813  -3.0978  1.8420  0.115
H  2.3235  -2.3017  0.2588  0.095
H  1.0963  -1.2670  0.8361  0.123
H  1.8207  -2.2726  -2.3471  0.076
H  1.0713  -0.7998  -1.7885  0.083
H  0.0248  -2.0102  -2.5451  0.095
C  0.7339  4.0291  -1.3003  -0.046
C  0.5757  5.5997  -1.3919  -0.086
N  -0.4129  6.0103  -2.5305  -0.201
C  0.3184  5.6332  -3.8901  0.054
C  -1.7449  5.2812  -2.4383  -0.175
C  -2.5417  5.4355  -1.1781  -0.031
C  -0.6929  7.5538  -2.4049  -0.042
C  -1.5745  8.0625  -3.4913  -0.241
O  -2.9323  7.9079  -3.5496  -0.202
C  -3.8281  8.6162  -2.7125  -0.060
H  -0.1747  3.4567  -1.1133  0.046
H  1.3557  3.9464  -0.4089  0.054
H  1.1693  3.5176  -2.1587  0.053
H  1.5707  6.0106  -1.5627  0.132
H  0.1477  6.0527  -0.4976  0.110
H  0.4246  4.5491  -3.9285  0.080
H  1.2094  6.2437  -4.0372  0.108
H  -0.3988  5.7913  -4.6955  0.094
H  -1.4525  4.2391  -2.5675  0.096
H  -2.3884  5.4441  -3.3028  0.134
H  -3.4407  4.8191  -1.1814  0.092
H  -2.7802  6.4539  -0.8715  0.079
H  -2.0337  4.8192  -0.4364  0.068
H  0.2807  8.0400  -2.4669  0.145
H  -1.1196  7.6202  -1.4041  0.098
H  -1.2033  8.0142  -4.5150  0.134
H  -1.6569  9.1492  -3.5045  0.139
H  -4.8230  8.2082  -2.8913  0.093
H  -3.9244  9.6422  -3.0675  0.096
H  -3.5815  8.5167  -1.6554  0.077
C  -2.9962  0.2520  3.0076  -0.034
C  -2.8161  -0.6573  1.7271  -0.097
N  -2.5656  0.1797  0.4305  -0.151
C  -2.8244  -0.9030  -0.6921  0.016
C  -3.6481  1.3128  0.1409  -0.123
C  -5.1937  1.0295  0.1476  -0.045
C  -1.1235  0.8012  0.1120  -0.042
C  -0.4716  1.4313  1.2890  -0.168
O  -1.2543  2.6064  1.7094  -0.184
C  -0.4716  3.5462  2.3531  -0.131
H  -3.4692  -0.2237  3.8667  0.090
H  -3.5733  1.1555  2.8105  0.070
H  -2.0589  0.6474  3.3991  0.061
H  -3.6846  -1.3150  1.6923  0.127
H  -1.9084  -1.2608  1.7311  0.099
H  -2.0552  -1.6753  -0.6888  0.073
H  -2.7112  -0.4221  -1.6637  0.093
H  -3.8322  -1.3020  -0.5773  0.099
H  -3.3974  1.7001  -0.8466  0.102
H  -3.4193  2.1331  0.8213  0.101
H  -5.4453  0.2558  -0.5778  0.062
H  -5.8435  1.8049  -0.2582  0.086
H  -5.6263  0.7075  1.0948  0.074
H  -1.2152  1.5491  -0.6756  0.116
H  -0.5538  -0.0280  -0.3074  0.103
H  0.4520  1.8954  0.9431  0.120
H  -0.3192  0.6424  2.0256  0.106
H  0.4827  3.8412  1.9167  0.078
H  -0.3557  3.2314  3.3902  0.090
H  -1.0314  4.4758  2.4564  0.096
C  3.5872  -3.5288  5.4136  -0.045
C  3.4411  -2.3123  6.3986  -0.132
N  3.8419  -0.9051  5.9114  -0.211
C  5.3567  -0.8905  5.4958  0.042
C  2.8974  -0.5473  4.7147  -0.110
C  2.9489  1.0066  4.3931  -0.049
C  3.6829  0.1531  7.1048  -0.045
C  2.2541  0.3961  7.6158  -0.211
O  2.3647  1.3448  8.6621  -0.196
C  1.1795  1.6319  9.4480  -0.047
H  4.6271  -3.6867  5.1277  0.069
H  3.0103  -3.3792  4.5009  0.042
H  3.2567  -4.4660  5.8613  0.092
H  4.1378  -2.4621  7.2234  0.125
H  2.4271  -2.1750  6.7742  0.117
H  6.0180  -1.0862  6.3398  0.111
H  5.4595  0.1730  5.2797  0.091
H  5.5934  -1.4717  4.6046  0.099
H  1.8471  -0.8375  4.7451  0.116
H  3.3359  -0.9360  3.7957  0.112
H  2.7764  1.7399  5.1809  0.072
H  2.1792  1.1675  3.6382  0.073
H  3.8781  1.2314  3.8696  0.075
H  3.9980  1.1415  6.7703  0.126
H  4.2674  -0.2212  7.9453  0.139
H  1.6531  -0.4534  7.9401  0.130
H  1.7689  0.9503  6.8123  0.112
H  0.6687  0.6909  9.6522  0.084
H  0.4705  2.2190  8.8643  0.089
H  1.4808  2.0222  10.4201  0.099
C  -2.7639  -10.2126  -0.0265  -0.033
C  -3.4705  -8.9119  0.5662  -0.137
N  -5.0257  -8.7680  0.4548  -0.207
C  -5.6631  -9.7865  1.4592  0.051
C  -5.4075  -7.2704  0.7282  -0.109
C  -4.9123  -6.6453  2.0939  -0.024
C  -5.6186  -9.2187  -0.9382  -0.058
C  -6.9971  -8.6938  -1.3330  -0.190
O  -7.9985  -8.6225  -0.3231  -0.209
C  -9.0635  -7.7507  -0.5871  -0.101
H  -2.9567  -10.1094  -1.0943  0.069
H  -3.2542  -11.1064  0.3594  0.069
H  -1.6953  -10.3139  0.1633  0.081
H  -3.1267  -8.0774  -0.0449  0.112
H  -3.1375  -8.7258  1.5873  0.114
H  -5.3065  -9.5402  2.4593  0.099
H  -5.3297  -10.7944  1.2119  0.096
H  -6.7316  -9.7123  1.2571  0.100
H  -6.4926  -7.2376  0.6306  0.111
H  -5.0357  -6.7030  -0.1249  0.115
H  -5.1634  -7.4260  2.8119  0.064
H  -5.4275  -5.7101  2.3133  0.092
H  -3.8309  -6.5245  2.1576  0.064
H  -5.5197  -10.3037  -0.9725  0.132
H  -4.9984  -8.7584  -1.7073  0.136
H  -7.3021  -9.4480  -2.0584  0.138
H  -6.9906  -7.7425  -1.8651  0.128
H  -9.7089  -8.1802  -1.3533  0.096
H  -8.8485  -6.7349  -0.9188  0.093
H  -9.7260  -7.6109  0.2671  0.099
C  4.3733  -0.4081  -1.1065  -0.043
C  4.4946  -0.9809  -2.5287  -0.158
N  5.4826  -0.2338  -3.4993  -0.210
C  5.4347  -0.9075  -4.9002  0.044
C  5.0414  1.3171  -3.5889  -0.094
C  3.5586  1.6887  -3.8843  -0.034
C  6.9389  -0.3850  -2.9534  -0.051
C  8.1568  0.1168  -3.8412  -0.157
O  8.0271  1.5062  -4.2225  -0.199
C  9.0701  1.9187  -5.0667  -0.102
H  5.2570  -0.5003  -0.4751  0.084
H  3.4940  -0.7896  -0.5875  0.052
H  4.1858  0.6645  -1.1553  0.076
H  3.5182  -0.8995  -3.0063  0.090
H  4.7987  -2.0276  -2.5139  0.117
H  6.2652  -0.4917  -5.4708  0.096
H  4.4872  -0.7067  -5.4002  0.105
H  5.5529  -1.9787  -4.7367  0.104
H  5.6767  1.6986  -4.3882  0.110
H  5.4652  1.8002  -2.7084  0.124
H  3.2182  2.6557  -3.5141  0.088
H  2.9374  1.0207  -3.2877  0.049
H  3.2130  1.5790  -4.9123  0.083
H  7.0348  -1.4548  -2.7681  0.131
H  6.9821  0.1884  -2.0275  0.127
H  8.1729  -0.5280  -4.7198  0.113
H  9.0732  0.0280  -3.2579  0.135
H  10.0562  1.5423  -4.7947  0.092
H  9.2668  2.9671  -4.8429  0.100
H  8.8993  1.7460  -6.1293  0.098
C  -1.4509  -5.1333  -5.2152  -0.049
C  -1.8860  -4.3640  -6.4647  -0.162
N  -3.1758  -3.5802  -6.3374  -0.225
C  -3.5582  -3.0850  -7.7696  0.027
C  -4.4129  -4.4538  -5.9804  -0.135
C  -4.6452  -5.7580  -6.7887  -0.047
C  -2.9598  -2.3485  -5.3701  -0.023
C  -4.1867  -1.4002  -5.1242  -0.202
O  -4.5668  -0.7399  -6.3106  -0.224
C  -5.3449  0.5172  -5.9924  -0.002
H  -2.1797  -5.8540  -4.8443  0.080
H  -1.0609  -4.4474  -4.4632  0.070
H  -0.5405  -5.7111  -5.3746  0.087
H  -2.1561  -5.0626  -7.2566  0.117
H  -1.1033  -3.6775  -6.7875  0.132
H  -3.6253  -3.8931  -8.4980  0.099
H  -2.7253  -2.4458  -8.0624  0.104
H  -4.3968  -2.3897  -7.7296  0.097
H  -5.2575  -3.7661  -6.0235  0.123
H  -4.2472  -4.6975  -4.9310  0.101
H  -4.8255  -5.6334  -7.8565  0.078
H  -5.5594  -6.2565  -6.4667  0.087
H  -3.8424  -6.4649  -6.5791  0.074
H  -2.1530  -1.7955  -5.8511  0.116
H  -2.5414  -2.7396  -4.4428  0.105
H  -3.8777  -0.6866  -4.3604  0.107
H  -5.0553  -1.9496  -4.7614  0.121
H  -5.1996  1.2589  -6.7778  0.089
H  -5.0095  1.0391  -5.0961  0.080
H  -6.3487  0.0928  -5.9712  0.090
C  3.2758  10.6563  4.0605  -0.050
C  2.4223  9.3940  3.9272  -0.136
N  2.9217  8.2305  2.9786  -0.158
C  3.0555  8.6652  1.4872  0.020
C  4.2504  7.5703  3.5103  -0.124
C  5.5589  8.3574  3.2297  -0.049
C  1.7470  7.1369  2.9239  -0.060
C  1.4471  6.1649  4.0281  -0.196
O  1.1818  6.9004  5.2258  -0.163
C  1.0075  5.9900  6.3325  -0.088
H  3.5025  10.9588  3.0382  0.078
H  4.1254  10.4166  4.6998  0.066
H  2.6681  11.3333  4.6609  0.093
H  1.4446  9.6407  3.5132  0.123
H  2.3021  8.9549  4.9176  0.112
H  2.0989  8.8288  0.9910  0.089
H  3.6087  7.9349  0.8966  0.090
H  3.6721  9.5552  1.3617  0.085
H  4.2220  6.5469  3.1363  0.094
H  4.1890  7.6103  4.5978  0.119
H  6.3928  7.6914  3.4514  0.086
H  5.7368  9.1891  3.9114  0.062
H  5.4944  8.7600  2.2188  0.070
H  2.1517  6.5042  2.1340  0.112
H  0.8727  7.6861  2.5743  0.110
H  2.3015  5.4890  3.9917  0.122
H  0.5585  5.5876  3.7728  0.111
H  1.8446  5.9497  7.0295  0.084
H  0.5660  5.0101  6.1506  0.082
H  0.3197  6.4730  7.0266  0.086
O  3.3640  3.5868  1.6699  0.079
C  3.9204  4.3247  0.7527  -0.934
O  3.9992  3.7481  -0.3294  -0.025
O  4.3225  5.4751  1.0392  -0.024
H  3.4692  3.0169  0.9045  0.028
O  -1.2970  0.3446  -4.6651  0.081
C  -1.4245  1.3081  -3.7666  -0.887
O  -2.5815  1.6637  -3.4229  -0.046
O  -0.3807  1.8061  -3.3328  -0.046
H  -0.3375  0.3575  -4.6367  0.089
B  -0.6190  -2.4811  4.5404  -1.514
F  -1.4113  -3.4695  4.0315  0.144
F  -0.3848  -1.5367  3.6005  0.149
F  -1.1838  -1.8549  5.6753  0.101
F  0.4724  -3.1089  4.9058  0.200
B  -1.1735  8.6779  1.0629  -1.504
F  -0.9165  9.4471  2.1876  0.134
F  -1.2881  7.3570  1.2161  0.171
F  -2.2363  9.1909  0.3502  0.144
F  -0.0634  8.7227  0.3262  0.151
B  -3.0215  -4.6930  -1.9162  -1.407
F  -3.5055  -4.6511  -0.6255  0.125
F  -4.1414  -4.7631  -2.7012  0.135
F  -2.3729  -3.4835  -2.1888  0.106
F  -2.2236  -5.8086  -2.1471  0.116